62
Properties=species:S:1:pos:R:3 method="wB97M-V/def2-TZVPD" homo_ev="-7.22 / -7.11" spin_multiplicity=2
Ru -0.08 -0.41 0.22
C 5.26 0.03 -4.96
C 3.91 0.00 -4.24
C 3.12 1.25 -4.66
C 3.16 -1.26 -4.66
C 4.07 0.01 -2.72
C 5.33 0.07 -2.09
C 5.46 0.08 -0.71
C 4.31 0.03 0.07
S 4.13 0.04 1.80
C 2.41 -0.01 1.59
N 2.00 -0.04 0.36
C 3.06 -0.02 -0.54
C 2.94 -0.03 -1.92
C 1.43 -0.06 2.65
C 1.74 -0.03 4.00
C 0.71 -0.08 4.93
C -0.61 -0.14 4.49
C -0.90 -0.18 3.13
C 0.12 -0.16 2.18
H 5.08 0.03 -6.04
H 5.86 -0.85 -4.72
H 5.83 0.92 -4.72
H 2.97 1.25 -5.74
H 3.65 2.16 -4.38
H 2.13 1.28 -4.19
H 3.04 -1.28 -5.75
H 2.16 -1.31 -4.22
H 3.71 -2.16 -4.36
H 6.22 0.13 -2.68
H 6.44 0.13 -0.25
H 1.94 -0.06 -2.35
H 2.77 0.03 4.34
H 0.93 -0.04 5.99
H -1.42 -0.17 5.21
H -1.94 -0.23 2.81
F -5.66 3.82 0.34
C -4.45 3.33 0.07
C -4.21 1.97 0.16
F -5.18 1.13 0.50
C -2.94 1.50 -0.11
F -2.74 0.17 0.07
C -1.88 2.31 -0.50
S -0.27 1.72 -0.89
C -2.17 3.67 -0.58
F -1.21 4.53 -0.93
C -3.42 4.18 -0.29
F -3.64 5.49 -0.36
F -4.18 -2.10 -2.89
C -2.99 -2.19 -2.25
C -1.85 -1.84 -2.93
C -0.62 -1.92 -2.27
C -0.53 -2.35 -0.94
C 0.71 -2.43 -0.25
C -1.75 -2.69 -0.28
C -2.96 -2.62 -0.94
H -1.92 -1.50 -3.96
H 0.29 -1.69 -2.80
H 1.63 -2.37 -0.81
H 0.75 -2.94 0.70
H -1.71 -3.04 0.74
H -3.89 -2.87 -0.44